C21H25ClCoN3O2 | ωB97M-V with the def2-TZVPD basis set

Properties
- Multiplicity: 1
- Calculated total energy: -80898.9500 eV

Each line ends with the natural charge from an NBO analysis.
Atoms and positions in Å:
1 Co -0.04 0.10 0.09  1.1650
2 C -1.17 -2.43 -0.86  -0.4231
3 N 0.01 -1.97 -0.10  -0.4293
4 C 0.04 -2.67 1.23  -0.2089
5 C -0.38 -1.86 2.45  -0.4421
6 C -1.71 -1.18 2.32  -0.2352
7 N -1.69 -0.23 1.19  -0.4621
8 C -2.80 0.37 0.97  0.2262
9 C -3.12 1.18 -0.16  -0.2748
10 C -4.30 1.93 -0.17  -0.1250
11 C -4.65 2.69 -1.25  -0.2843
12 C -3.80 2.70 -2.37  -0.1564
13 C -2.65 1.96 -2.39  -0.2969
14 C -2.27 1.17 -1.29  0.5145
15 O -1.20 0.43 -1.36  -0.7695
16 C 1.24 -2.42 -0.81  -0.2176
17 C 1.39 -2.00 -2.27  -0.4250
18 C 1.18 -0.49 -2.50  -0.2458
19 N 1.42 0.20 -1.25  -0.4438
20 C 2.48 0.89 -1.08  0.2152
21 C 2.95 1.34 0.21  -0.2612
22 C 4.03 2.22 0.29  -0.1300
23 C 4.56 2.58 1.50  -0.2818
24 C 4.01 2.02 2.66  -0.1555
25 C 2.96 1.14 2.60  -0.3068
26 C 2.38 0.78 1.37  0.5161
27 O 1.40 -0.09 1.35  -0.7842
28 H -1.07 -3.49 -1.12  0.1827
29 H -1.29 -1.84 -1.76  0.2356
30 H -2.07 -2.30 -0.27  0.2132
31 H 1.07 -2.99 1.40  0.2170
32 H -0.57 -3.58 1.13  0.1889
33 H 0.38 -1.11 2.64  0.2722
34 H -0.39 -2.53 3.32  0.2179
35 H -1.95 -0.65 3.25  0.2114
36 H -2.51 -1.90 2.14  0.1817
37 H -3.61 0.21 1.69  0.1728
38 H -4.94 1.90 0.71  0.2042
39 H -5.56 3.28 -1.25  0.2135
40 H -4.06 3.31 -3.23  0.2102
41 H -1.99 1.97 -3.25  0.2139
42 H 1.29 -3.51 -0.76  0.1921
43 H 2.07 -2.02 -0.23  0.2283
44 H 0.72 -2.57 -2.92  0.2128
45 H 2.40 -2.29 -2.54  0.2198
46 H 0.16 -0.29 -2.80  0.2440
47 H 1.85 -0.13 -3.28  0.1936
48 H 3.12 1.08 -1.94  0.1761
49 H 4.45 2.62 -0.63  0.2040
50 H 5.39 3.27 1.56  0.2127
51 H 4.42 2.29 3.63  0.2096
52 H 2.53 0.71 3.50  0.2145
53 Cl -0.14 2.24 0.63  -0.5203